17
Properties=species:S:1:pos:R:3 method="wB97M-V/def2-TZVPD" relative_energy_kj_mol=403.96 gap_ev=10.11 e_tot_ha=-363.87038 multiplicity=1 max_force_ev_per_a=6.1
C -2.034 -0.998 -0.082
C -0.650 -0.370 -0.424
C -0.045 0.958 -0.799
C 1.290 1.074 -0.147
C 0.882 0.643 1.301
C 0.612 -0.734 0.467
H -2.196 -1.205 0.970
H -2.774 -0.164 -0.415
H -2.110 -2.030 -0.582
H -0.864 1.719 -1.103
H 1.856 1.968 -0.459
H -0.051 1.240 1.700
H 1.803 0.519 1.948
H 0.751 -1.564 1.065
H 1.872 -0.590 -1.283
N 1.786 -0.311 -0.331
O -0.128 -0.155 -1.824